{"formula": "C37H36IN6O3Rh", "method": "wB97M-V/def2-TZVPD", "species": ["Rh", "C", "C", "C", "C", "C", "C", "C", "C", "N", "C", "O", "C", "C", "C", "C", "C", "N", "C", "O", "N", "C", "C", "C", "C", "C", "C", "C", "C", "H", "H", "H", "H", "H", "H", "H", "H", "H", "H", "H", "H", "H", "H", "H", "H", "H", "H", "H", "H", "H", "C", "N", "C", "C", "C", "C", "C", "N", "C", "C", "C", "C", "C", "C", "H", "H", "H", "H", "H", "H", "H", "H", "H", "H", "H", "N", "C", "O", "C", "I", "H", "H", "H", "H"], "positions_angstrom": [[0.012, 0.333, -0.680], [0.585, -2.806, -2.850], [1.999, -2.327, -2.641], [2.990, -2.656, -3.561], [4.306, -2.280, -3.355], [4.639, -1.545, -2.226], [3.667, -1.164, -1.309], [4.032, -0.299, -0.132], [2.345, -1.574, -1.520], [1.343, -1.194, -0.576], [1.383, -1.831, 0.650], [1.955, -2.870, 0.905], [0.667, -1.045, 1.730], [0.718, -1.303, 3.082], [0.115, -0.393, 3.947], [-0.474, 0.760, 3.442], [-0.464, 0.952, 2.074], [0.062, 0.042, 1.279], [-0.835, 2.235, 1.355], [-1.199, 3.214, 1.991], [-0.626, 2.155, 0.026], [-0.767, 3.371, -0.712], [-1.993, 3.774, -1.242], [-3.250, 2.969, -1.054], [-2.044, 4.976, -1.947], [-0.923, 5.774, -2.090], [0.276, 5.384, -1.513], [0.367, 4.183, -0.824], [1.674, 3.740, -0.219], [0.297, -2.738, -3.902], [-0.121, -2.233, -2.252], [0.494, -3.853, -2.551], [2.724, -3.228, -4.444], [5.068, -2.544, -4.077], [5.669, -1.254, -2.055], [4.992, 0.186, -0.298], [4.101, -0.889, 0.786], [3.276, 0.471, 0.037], [1.236, -2.186, 3.432], [0.138, -0.565, 5.015], [-0.923, 1.514, 4.074], [-3.392, 2.264, -1.875], [-4.117, 3.630, -1.031], [-3.221, 2.398, -0.129], [-2.991, 5.295, -2.369], [-0.983, 6.704, -2.642], [1.155, 6.013, -1.601], [2.494, 4.370, -0.564], [1.899, 2.705, -0.486], [1.633, 3.791, 0.872], [1.197, 0.697, -3.606], [0.016, 0.563, -2.719], [-1.133, 0.401, -3.254], [-2.195, 0.048, -2.386], [-3.502, -0.371, -2.590], [-4.008, -0.691, -1.321], [-2.984, -0.448, -0.400], [-1.905, 0.002, -1.041], [1.081, 1.829, -4.598], [1.009, 3.148, -4.159], [0.885, 4.186, -5.066], [0.834, 3.917, -6.431], [0.898, 2.606, -6.876], [1.024, 1.566, -5.960], [1.332, -0.234, -4.155], [2.077, 0.826, -2.977], [-1.268, 0.495, -4.332], [-4.008, -0.428, -3.542], [-4.995, -1.056, -1.080], [-3.007, -0.557, 0.673], [1.034, 3.360, -3.098], [0.827, 5.206, -4.707], [0.750, 4.728, -7.144], [0.849, 2.388, -7.936], [1.081, 0.542, -6.313], [-2.376, -3.786, -1.260], [-1.509, -3.682, -0.231], [-1.184, -2.612, 0.251], [-0.880, -4.964, 0.273], [-2.324, -6.385, 0.948], [-2.858, -2.950, -1.568], [-2.716, -4.680, -1.566], [-0.228, -4.735, 1.106], [-0.317, -5.459, -0.515]], "mulliken_charge": [-1.64, -1.17, 1.12, -0.56, -0.90, -1.05, 1.31, -1.37, -0.47, 1.17, -0.69, -0.73, 1.19, -1.10, -0.53, -0.72, 0.31, 0.95, -0.51, -0.73, 1.59, -0.85, 1.29, -1.46, -0.89, -0.90, -0.80, 0.94, -1.46, 0.43, -0.40, 0.31, 0.47, 0.42, 0.44, 0.49, 0.29, 0.05, 0.58, 0.45, 0.58, 0.18, 0.61, 0.16, 0.47, 0.46, 0.39, 0.45, 0.10, 0.35, -0.99, 1.60, -0.55, -0.41, -0.70, -1.58, -0.85, 2.56, -0.44, 0.08, -0.69, -0.45, -0.76, -0.07, 0.27, 0.16, 0.50, 0.59, 0.46, 0.41, 0.56, 0.40, 0.39, 0.39, 0.43, -0.10, 0.54, -0.35, -1.30, 0.07, 0.18, 0.21, 0.39, 0.42], "gap_ev": 7.2, "e_lumo_ev": -0.89, "e_homo_ha": -0.298, "energy_ha": -2394.1503}

{"formula": "C37H36INO10P2PbS2", "method": "wB97M-V/def2-TZVPD", "species": ["Pb", "O", "C", "C", "C", "C", "C", "C", "N", "H", "H", "H", "H", "H", "H", "H", "O", "S", "O", "O", "C", "C", "C", "C", "C", "C", "S", "O", "O", "O", "H", "H", "H", "H", "I", "C", "C", "C", "C", "C", "C", "C", "C", "C", "P", "C", "C", "C", "C", "C", "C", "C", "C", "C", "C", "C", "C", "C", "H", "H", "H", "H", "H", "H", "H", "H", "H", "H", "H", "H", "H", "H", "H", "H", "C", "O", "P", "O", "C", "O", "C", "H", "H", "H", "H", "H", "H", "H", "H", "H"], "positions_angstrom": [[0.247, 0.546, -0.307], [-1.832, 0.772, 1.256], [-2.870, 1.706, 1.049], [-2.942, 2.240, -0.365], [-4.090, 2.882, -0.812], [-4.096, 3.445, -2.076], [-2.959, 3.345, -2.862], [-1.878, 2.653, -2.354], [-1.865, 2.107, -1.137], [-2.251, -0.133, 1.149], [-2.700, 2.549, 1.727], [-3.834, 1.259, 1.307], [-4.960, 2.937, -0.170], [-4.980, 3.947, -2.448], [-2.920, 3.756, -3.861], [-0.987, 2.512, -2.956], [0.955, -3.281, -1.473], [1.338, -3.034, -0.106], [2.533, -3.704, 0.363], [1.379, -1.582, 0.252], [-0.001, -3.588, 1.004], [0.218, -4.955, 1.752], [-0.633, -6.126, 1.425], [-1.751, -5.966, 0.728], [-2.113, -4.650, 0.219], [-1.366, -3.546, 0.347], [-2.190, -2.147, -0.420], [-2.993, -1.541, 0.654], [-2.960, -2.655, -1.521], [-1.178, -1.169, -0.896], [1.277, -5.207, 1.694], [-0.334, -7.099, 1.799], [-2.406, -6.798, 0.508], [-3.038, -4.581, -0.336], [0.532, 3.339, 1.700], [-0.465, 3.137, 3.534], [-1.202, 4.251, 3.834], [-1.801, 4.413, 5.097], [-1.576, 3.473, 6.051], [-0.816, 2.311, 5.768], [-0.571, 1.411, 6.830], [0.164, 0.285, 6.629], [0.587, -0.020, 5.327], [0.340, 0.788, 4.241], [0.745, -0.066, 2.631], [2.567, -0.232, 2.903], [3.386, -1.358, 2.856], [4.755, -1.251, 3.068], [5.341, -0.023, 3.321], [4.543, 1.110, 3.359], [3.178, 1.002, 3.153], [-0.173, -1.633, 2.887], [-1.386, -1.663, 3.450], [-2.102, -2.933, 3.645], [-1.509, -4.120, 3.512], [-0.070, -4.225, 3.101], [0.359, -2.938, 2.390], [-0.298, 2.055, 4.459], [-1.296, 5.042, 3.104], [-2.386, 5.298, 5.305], [-1.965, 3.594, 7.054], [-0.969, 1.652, 7.808], [0.384, -0.395, 7.441], [1.094, -0.964, 5.168], [3.011, -2.336, 2.616], [5.362, -2.145, 3.017], [6.409, 0.052, 3.482], [4.978, 2.083, 3.550], [2.576, 1.900, 3.208], [-1.858, -0.759, 3.819], [-3.135, -2.879, 3.967], [-2.055, -5.028, 3.745], [0.544, -4.562, 3.944], [1.436, -2.928, 2.368], [-2.986, 0.045, -3.500], [-1.869, 0.883, -3.805], [-0.358, 0.368, -3.599], [-0.277, -0.885, -4.595], [0.014, -2.199, -4.061], [0.283, 1.571, -4.487], [1.705, 1.657, -4.500], [-2.881, -0.931, -3.974], [-3.865, 0.549, -3.894], [-3.090, -0.094, -2.424], [-0.793, -2.540, -3.415], [0.937, -2.192, -3.486], [0.114, -2.856, -4.920], [2.142, 1.288, -3.566], [1.975, 2.703, -4.631], [2.112, 1.073, -5.326]], "mulliken_charge": [1.16, 0.82, -1.46, 0.69, -0.84, -0.50, -1.04, -0.76, 0.60, -0.47, 0.40, 0.35, 0.49, 0.41, 0.49, 1.08, -0.79, 1.41, -0.81, -0.54, 1.22, -0.13, -1.25, -0.77, -0.51, -1.83, 1.48, -0.97, -0.72, 0.53, 0.76, 0.39, 0.44, 0.60, 0.19, -0.41, -0.42, -0.92, -0.82, 0.98, -0.86, -1.15, -0.35, 0.78, 0.59, 1.44, -0.21, -1.13, -0.61, -0.84, -0.69, 1.46, 0.14, -0.66, -1.47, 0.57, -0.85, 0.39, 0.45, 0.41, 0.39, 0.38, 0.43, 0.42, 0.67, 0.43, 0.38, 0.45, 0.04, 0.48, 0.46, 0.36, 0.46, -1.25, -0.47, -0.39, 0.59, -0.53, -0.55, -0.24, -0.69, 0.29, 0.33, 0.06, 0.19, 0.29, 0.34, 0.26, 0.25, 0.28], "gap_ev": 7.5, "e_lumo_ev": -0.25, "e_homo_ha": -0.283, "energy_ha": -4208.3340}

{"formula": "C37H36N2O8TeV", "method": "wB97M-V/def2-TZVPD", "species": ["V", "O", "C", "C", "N", "C", "C", "O", "O", "C", "C", "O", "O", "H", "H", "H", "H", "H", "H", "H", "H", "H", "C", "C", "C", "C", "C", "O", "C", "C", "C", "C", "C", "C", "C", "O", "C", "C", "C", "N", "C", "C", "Te", "C", "C", "C", "C", "C", "C", "C", "C", "C", "C", "C", "C", "H", "H", "H", "H", "H", "H", "H", "H", "H", "H", "H", "H", "H", "H", "H", "H", "H", "H", "H", "H", "H", "H", "H", "H", "C", "C", "O", "H", "H", "H"], "positions_angstrom": [[0.513, -1.292, 0.072], [0.405, 1.017, 0.980], [1.671, 1.640, 0.974], [2.574, 0.988, -0.056], [2.690, -0.469, 0.152], [3.240, -0.853, 1.450], [2.135, -1.198, 2.458], [2.347, -1.211, 3.652], [1.020, -1.526, 1.880], [3.350, -1.053, -1.011], [2.336, -1.046, -2.161], [2.660, -0.925, -3.321], [1.118, -1.166, -1.711], [-0.272, 1.481, 0.414], [2.103, 1.556, 1.976], [1.575, 2.708, 0.750], [3.579, 1.436, -0.078], [2.114, 1.151, -1.036], [3.900, -0.089, 1.874], [3.828, -1.765, 1.323], [3.615, -2.091, -0.792], [4.253, -0.506, -1.309], [-7.081, 0.485, -1.016], [-5.653, 0.882, -0.772], [-5.310, 2.111, -0.240], [-3.990, 2.519, -0.019], [-3.742, 3.811, 0.650], [-2.820, 4.005, 1.420], [-4.705, 4.953, 0.397], [-4.932, 5.860, 1.427], [-5.752, 6.958, 1.226], [-6.334, 7.172, -0.017], [-6.096, 6.281, -1.054], [-5.290, 5.171, -0.845], [-2.896, 1.662, -0.370], [-1.682, 2.012, -0.388], [-3.288, 0.351, -0.823], [-4.599, 0.007, -1.054], [-2.170, -0.576, -1.105], [-1.484, -1.160, -0.171], [-2.162, -1.342, 1.156], [-1.852, -0.330, 2.249], [-2.499, -1.043, 4.153], [-4.519, -1.096, 3.540], [-5.197, -2.302, 3.404], [-6.515, -2.321, 2.968], [-7.161, -1.135, 2.654], [-6.485, 0.071, 2.774], [-5.173, 0.092, 3.221], [-1.832, -0.800, -2.521], [-1.331, -2.036, -2.928], [-1.056, -2.257, -4.266], [-1.272, -1.252, -5.197], [-1.783, -0.024, -4.798], [-2.076, 0.199, -3.464], [-7.759, 1.297, -0.754], [-7.365, -0.389, -0.425], [-7.256, 0.236, -2.066], [-6.108, 2.791, 0.040], [-4.448, 5.689, 2.379], [-5.932, 7.654, 2.035], [-6.967, 8.035, -0.179], [-6.539, 6.449, -2.027], [-5.100, 4.475, -1.651], [-4.820, -0.979, -1.451], [-1.889, -2.349, 1.483], [-3.239, -1.328, 0.972], [-2.355, 0.619, 2.087], [-0.793, -0.137, 2.364], [-4.689, -3.231, 3.628], [-7.033, -3.266, 2.862], [-8.187, -1.151, 2.308], [-6.978, 1.000, 2.518], [-4.649, 1.036, 3.308], [-1.172, -2.812, -2.188], [-0.653, -3.211, -4.578], [-1.039, -1.425, -6.240], [-1.952, 0.759, -5.526], [-2.468, 1.154, -3.138], [1.610, -4.199, 0.668], [0.529, -3.376, -0.038], [-0.333, -4.011, -0.625], [1.464, -5.261, 0.468], [1.571, -4.006, 1.742], [2.604, -3.896, 0.324]], "mulliken_charge": [0.68, -0.04, -0.90, -0.61, 0.03, -0.72, 0.54, -0.76, -0.48, -0.77, 0.52, -0.72, -0.34, 0.07, 0.35, 0.53, 0.32, 0.40, 0.32, 0.44, 0.43, 0.30, -1.75, 0.40, -0.51, 1.03, -0.36, -0.63, 0.34, -0.42, -0.57, -0.34, -0.84, -0.07, 0.66, -1.28, -0.75, -0.33, 0.07, 0.55, -1.29, -0.25, 0.22, -0.33, -0.22, -0.57, -0.44, -0.48, -0.02, 0.61, -0.34, -0.66, -0.49, -0.89, -0.41, 0.34, 0.31, 0.41, 0.40, 0.43, 0.37, 0.37, 0.38, 0.42, 0.51, 0.75, 0.70, 0.04, 0.12, 0.38, 0.37, 0.42, 0.32, 0.38, 0.49, 0.41, 0.37, 0.41, 0.59, -1.27, 1.23, -0.70, 0.45, 0.22, 0.15], "gap_ev": [7.2, 7.2], "charge": -1, "e_lumo_ev": [2.35, 2.35], "multiplicity": 3, "e_homo_ha": [-0.180, -0.180], "energy_ha": -3355.1545}

Which ΔE to the lowest compared entry with this formula, charge and spin belongs to each record? In order, 0.0, 300.0, 77.4 kJ/mol.
Which strongest force on any atom belongs to each record? In order, 0.993, 1.451, 1.403 eV/Å.